Record 1
Formula: C38H104N6O11
Source: the Open Molecules 2025 dataset
Level of theory: wB97M-V/def2-TZVPD

Cartesian coordinates (Å):
1 H -13.106 15.650 14.665
2 C -15.931 20.952 10.969
3 C -18.122 22.666 4.985
4 H -19.805 15.194 13.182
5 H -21.321 19.305 9.191
6 N -16.072 11.069 8.145
7 C -18.846 15.676 13.370
8 H -13.935 19.816 2.130
9 H -18.432 21.948 4.225
10 C -11.580 20.689 10.065
11 H -12.383 14.331 11.229
12 H -15.320 21.782 13.492
13 H -11.717 22.302 7.777
14 H -16.961 20.819 10.638
15 H -16.818 11.706 8.387
16 O -11.624 20.386 8.672
17 H -16.635 21.169 15.180
18 C -13.829 10.936 7.055
19 N -15.684 20.834 15.234
20 H -17.376 18.875 6.799
21 C -13.628 20.737 14.024
22 O -15.674 18.665 7.845
23 H -17.373 22.139 5.576
24 C -15.842 19.185 2.897
25 H -13.194 21.636 8.211
26 H -14.404 16.562 8.752
27 H -15.186 19.721 0.901
28 H -14.399 13.263 8.423
29 H -12.192 16.855 8.452
30 H -11.506 12.379 7.475
31 H -12.612 22.507 5.214
32 H -19.409 24.299 3.533
33 H -19.118 20.314 10.629
34 H -11.363 12.789 5.808
35 H -22.226 21.657 8.772
36 H -12.716 13.399 6.892
37 H -16.217 20.089 6.414
38 H -15.746 22.622 8.633
39 H -15.579 10.841 8.996
40 H -12.746 18.945 7.205
41 C -20.208 21.148 8.896
42 H -16.856 28.528 7.235
43 O -14.569 13.901 13.590
44 H -21.347 22.717 9.542
45 H -17.576 25.470 7.215
46 H -20.153 16.973 11.482
47 H -10.854 15.817 8.052
48 C -20.632 19.746 8.471
49 H -14.447 16.762 15.146
50 H -20.553 21.045 10.990
51 H -14.621 17.739 3.300
52 C -14.993 19.994 1.939
53 H -20.149 16.983 8.651
54 H -18.599 17.813 11.176
55 C -13.189 21.596 5.373
56 C -15.394 14.107 15.793
57 H -15.521 15.163 10.197
58 H -13.667 13.764 13.887
59 H -14.032 16.436 13.451
60 H -14.872 24.973 9.651
61 N -21.310 22.082 8.758
62 H -16.780 26.240 8.613
63 H -16.083 13.669 8.062
64 C -19.814 17.639 7.847
65 C -12.108 14.647 10.222
66 N -13.160 19.475 6.451
67 H -14.099 25.828 8.527
68 O -18.505 24.303 3.210
69 O -11.851 16.787 11.050
70 O -15.527 17.845 3.000
71 H -14.042 9.910 6.756
72 H -16.563 28.374 5.526
73 H -14.167 21.849 5.782
74 H -11.440 20.527 5.999
75 H -21.226 19.804 7.559
76 C -16.223 23.697 3.759
77 H -19.866 18.666 11.899
78 H -15.991 13.202 15.678
79 H -18.945 22.853 5.674
80 H -13.288 19.745 14.321
81 H -13.291 10.852 7.998
82 H -10.270 15.596 10.483
83 H -13.319 20.947 13.000
84 H -18.304 15.300 12.502
85 C -11.267 15.894 10.161
86 H -12.675 17.099 10.669
87 O -19.869 17.654 14.222
88 H -15.817 21.985 11.298
89 C -17.649 23.945 4.279
90 H -14.123 19.524 6.751
91 C -18.998 17.193 13.242
92 H -15.633 24.609 3.663
93 H -15.639 19.704 3.834
94 C -16.625 25.812 7.623
95 H -15.713 19.882 15.570
96 C -16.624 19.522 7.251
97 H -17.279 22.961 7.856
98 O -16.073 26.745 6.700
99 H -15.313 20.957 10.071
100 C -15.244 16.100 10.679
101 C -19.690 21.196 10.341
102 H -12.532 20.878 10.563
103 C -16.175 17.781 8.851
104 C -16.471 23.410 8.434
105 H -10.934 20.021 10.634
106 H -16.885 19.330 2.616
107 H -18.507 15.344 14.352
108 N -14.525 24.930 8.704
109 H -18.036 17.645 13.481
110 H -15.714 11.737 6.177
111 H -10.543 17.437 8.754
112 H -16.683 18.365 9.619
113 C -15.220 11.704 7.148
114 O -15.427 19.835 11.686
115 C -16.919 27.829 6.400
116 H -17.986 27.678 6.233
117 H -14.870 13.862 6.832
118 H -15.707 23.035 4.455
119 H -11.581 13.787 9.809
120 C -15.137 14.861 14.455
121 O -19.485 18.915 8.348
122 H -15.190 21.061 2.036
123 C -12.428 20.737 6.408
124 H -15.379 24.300 6.832
125 H -16.273 23.156 2.814
126 H -17.672 24.826 4.921
127 H -15.986 16.479 11.382
128 H -16.868 19.834 12.987
129 H -20.660 17.638 7.161
130 H -14.053 18.845 9.343
131 H -16.081 15.302 14.135
132 H -13.350 21.087 4.424
133 C -15.685 24.588 7.838
134 C -14.116 15.995 14.445
135 H -14.395 15.806 11.296
136 H -11.047 21.638 10.124
137 N -14.045 18.072 9.993
138 H -13.014 14.717 9.622
139 O -12.888 11.470 6.104
140 C -11.192 16.562 8.772
141 H -19.453 21.468 8.179
142 C -12.231 21.341 7.793
143 H -15.630 18.777 13.530
144 H -15.820 14.850 16.467
145 H -16.818 17.020 8.408
146 C -15.127 20.790 13.901
147 H -14.451 13.764 16.218
148 H -16.965 20.219 8.016
149 H -18.908 17.239 7.392
150 C -15.175 13.220 7.659
151 C -15.784 19.733 13.030
152 H -13.227 21.611 14.537
153 H -19.207 22.159 10.513
154 C -19.418 17.672 11.881
155 H -14.386 18.442 10.869
156 C -14.958 17.099 9.523
157 H -16.955 23.647 9.381
158 C -12.099 12.557 6.578
159 H -20.677 17.135 14.221

For the total energy, the calculation gives -2666.1492 Eh. Its net charge is 0. Its LUMO energy is 0.321 eV. As for the SMILES: COC[C@H](C)N.COC[C@H](C)N.COC[C@H](C)N.COC[C@H](C)N.COC[C@H](C)N.COC[C@H](C)N.CC(C)O.CC(C)O.CC(C)O.CC(C)O.CCO. The HOMO-LUMO gap is 9.177 eV.



Record 2
Formula: C23H42I2N6O2ReSi3
Source: the Open Molecules 2025 dataset
Level of theory: wB97M-V/def2-TZVPD

Cartesian coordinates (Å):
1 H -3.583 0.837 0.431
2 Re 0.210 0.875 0.327
3 N 2.580 0.691 3.904
4 N 1.416 0.307 1.920
5 H -1.923 2.003 1.520
6 N -0.979 1.732 1.788
7 N -1.367 2.971 3.711
8 C 0.767 -1.155 -3.288
9 H -3.166 -2.203 -2.842
10 H -1.490 -3.412 -3.010
11 C -1.312 -1.119 3.552
12 C -3.632 -1.524 -2.141
13 N 1.756 0.968 -1.116
14 H 4.103 -0.585 4.508
15 Si 0.136 -1.994 -1.694
16 C 1.648 -2.541 -0.647
17 C -2.097 0.573 -3.374
18 H -1.063 3.337 4.598
19 H 0.418 4.424 -4.798
20 H -4.021 -2.106 -1.322
21 H -2.095 -0.230 -4.103
22 H 1.817 -1.379 -3.441
23 H 4.178 -0.148 2.801
24 H 1.614 -2.122 0.354
25 C 1.554 0.929 3.063
26 Si -2.438 -0.123 -1.619
27 C 3.692 1.635 -3.039
28 H 2.582 -2.258 -1.122
29 C 0.735 3.724 -4.040
30 I 3.221 3.618 -5.752
31 H 1.665 -3.620 -0.555
32 H -2.919 2.124 -0.577
33 C 2.421 2.232 -3.113
34 H 4.439 1.868 -3.783
35 C 0.203 2.472 -2.030
36 I -2.029 4.311 -2.848
37 C -0.943 -3.646 1.291
38 H 0.234 -1.531 -4.153
39 H 3.816 1.247 5.480
40 C -0.969 -0.856 -0.539
41 C 2.979 0.448 -1.078
42 H -1.807 -0.242 3.976
43 C 1.987 3.146 -4.110
44 C -3.419 1.162 -0.590
45 C 2.875 1.558 5.032
46 H -0.350 -1.264 4.051
47 C 3.503 -0.394 3.624
48 Si -1.652 -1.907 0.958
49 H 2.106 1.488 5.808
50 H -3.901 -3.016 0.674
51 H -4.470 -1.062 -2.652
52 H -1.289 -4.395 0.589
53 H 2.958 -1.311 3.399
54 H -2.912 1.243 -3.633
55 H 0.139 -3.685 1.304
56 H -1.933 -1.992 3.746
57 H -4.392 1.313 -1.049
58 H 2.999 2.597 4.710
59 C -0.724 -3.592 -2.267
60 H 4.946 0.318 -1.914
61 H -3.742 -2.248 2.227
62 O -1.102 -0.917 2.177
63 H 3.173 -0.270 -0.294
64 H 0.020 -4.232 -2.734
65 C -3.537 -2.121 1.167
66 H -1.173 1.124 -3.488
67 H -1.176 -4.158 -1.462
68 H 0.657 -0.081 -3.288
69 C 3.969 0.766 -2.007
70 H -1.291 -3.963 2.272
71 H -2.272 3.269 3.385
72 C -0.139 3.420 -3.003
73 N 0.641 1.884 3.475
74 C 1.498 1.882 -2.096
75 O -0.597 2.066 -1.102
76 C -0.597 2.179 2.939
77 H -4.133 -1.285 0.820
78 H 0.844 2.333 4.360
79 H 2.138 -0.391 1.777

Its spin multiplicity is 2. For the total energy, the calculation gives -2922.4110 Eh. Its net charge is +2. Its LUMO energy (alpha / beta) is -7.370 / -6.911 eV. The HOMO-LUMO gap (alpha / beta) is 5.483 / 5.988 eV.



Record 3
Formula: C5H11N3
Source: the Open Molecules 2025 dataset
Level of theory: wB97M-V/def2-TZVPD

Cartesian coordinates (Å):
1 C -0.120 -0.095 -0.553
2 H 1.265 -1.283 -1.528
3 N 0.336 -0.900 -1.602
4 H 0.475 -2.600 0.302
5 H -0.409 -2.261 1.789
6 H 0.203 1.818 -2.340
7 N -0.942 0.894 -0.755
8 H 0.114 -0.573 -2.529
9 C -0.810 1.740 -1.921
10 C 0.431 -1.932 1.162
11 H 1.340 -2.090 1.757
12 H -1.479 1.380 -2.717
13 H 0.733 0.088 2.768
14 H 1.385 1.215 1.545
15 C 0.262 -0.500 0.772
16 H -1.455 0.583 1.998
17 C 0.545 0.559 1.790
18 N -0.707 1.219 1.716
19 H -1.167 2.736 -1.653

For the total energy, the calculation gives -361.2334 Eh. Its net charge is 0. Its LUMO energy (alpha / beta) is 0.552 / -0.154 eV. The HOMO-LUMO gap (alpha / beta) is 8.413 / 7.759 eV.